1.
{
  "formula": "C3H10NO2",
  "method": "wB97M-V/def2-TZVPD",
  "charge": 1,
  "mol_weight_g_mol": 92.118,
  "gap_ha": 0.3950,
  "symbols": ["O", "O", "N", "C", "C", "C", "H", "H", "H", "H", "H", "H", "H", "H", "H", "H"],
  "coordinates": [[-0.65291, 2.49330, 1.52691], [1.70709, -0.47653, 0.66952], [-0.61569, 0.49630, 0.00552], [-0.32527, -0.93395, -0.37448], [-0.78272, -1.31326, -1.85334], [1.22045, -1.15514, -0.20170], [-0.97790, -1.49442, 0.34080], [-1.36456, -2.22625, -1.81251], [-1.58278, -0.66075, -2.21564], [-1.09649, 3.34645, 1.57016], [0.27609, 2.72537, 1.66241], [-1.29646, 0.67418, 0.75607], [0.14245, -1.34271, -2.41310], [1.50778, -2.19382, -0.43195], [0.27185, 0.90690, 0.29183], [-1.11511, 1.00590, -0.72294]],
  "atomic_forces_ev_per_a": [[0.25, 0.56, 0.07], [1.15, 0.24, -1.28], [-0.91, -0.46, -0.57], [-1.53, -0.21, -1.66], [-0.37, 0.68, 2.05], [-3.03, -0.88, 3.55], [1.34, -0.16, -0.37], [0.70, -0.68, -0.10], [0.67, 0.56, -0.27], [-0.20, 0.06, 0.10], [-0.07, -0.03, 0.21], [0.75, -0.59, 0.48], [-0.47, -0.16, -0.86], [0.87, 0.46, -0.77], [0.00, 0.44, 0.02], [0.86, 0.20, -0.59]],
  "nbo_charge": [-0.98, -0.47, -0.69, -0.16, -0.64, 0.42, 0.25, 0.26, 0.23, 0.50, 0.49, 0.47, 0.23, 0.18, 0.46, 0.44]
}

---

2.
{
  "formula": "C5H8O2",
  "method": "wB97M-V/def2-TZVPD",
  "mol_weight_g_mol": 100.117,
  "gap_ha": 0.3414,
  "symbols": ["O", "O", "C", "C", "C", "C", "C", "H", "H", "H", "H", "H", "H", "H", "H"],
  "coordinates": [[-0.11973, 1.26596, -0.84529], [0.60387, -0.35284, 1.33887], [0.70579, -1.12627, -1.10755], [1.31089, -0.51356, 0.13250], [-1.09973, 0.80337, 0.04967], [0.94039, 0.36328, -1.02198], [-0.58344, 0.31010, 1.29704], [1.36813, -1.71170, -1.74049], [-2.14786, 0.21790, 1.50913], [-0.66888, 0.86372, 2.22249], [-0.30995, -1.50283, -1.05320], [-2.24681, 1.05886, 0.97695], [1.72359, 0.81385, -1.62427], [2.35124, -0.71087, 0.36653], [-1.85747, 0.25249, -0.50143]],
  "atomic_forces_ev_per_a": [[0.05, 0.13, 0.00], [0.07, 0.01, 0.01], [-0.12, -0.14, -0.06], [0.19, 0.03, -0.06], [-0.06, -0.29, 0.19], [0.25, -0.01, -0.07], [-0.08, 0.25, -0.07], [-0.13, 0.13, 0.11], [-0.08, 0.10, -0.09], [-0.12, -0.14, -0.08], [0.12, 0.09, 0.05], [0.07, -0.08, -0.03], [-0.13, -0.10, 0.06], [-0.15, 0.02, -0.09], [0.13, 0.02, 0.13]],
  "nbo_charge": [-0.52, -0.48, -0.49, 0.05, -0.11, 0.07, 0.06, 0.23, 0.03, 0.21, 0.24, 0.12, 0.21, 0.21, 0.19]
}

---

3.
{
  "formula": "C8H14N3NiO3SSe3Te",
  "method": "wB97M-V/def2-TZVPD",
  "charge": -1,
  "multiplicity": 3,
  "mol_weight_g_mol": 655.458,
  "gap_ha": [0.2366, 0.2360],
  "symbols": ["Te", "Se", "Se", "Se", "Ni", "S", "O", "O", "O", "N", "N", "N", "C", "C", "C", "C", "C", "C", "C", "C", "H", "H", "H", "H", "H", "H", "H", "H", "H", "H", "H", "H", "H", "H"],
  "coordinates": [[-3.11235, 1.91462, -2.98989], [-2.86999, 0.04637, -4.66491], [-1.21658, -1.22732, -3.67000], [-3.52260, 0.49759, -1.00716], [-1.33293, -0.75443, -1.17048], [3.24429, 3.58926, 1.95304], [2.84939, 4.82164, 1.29641], [4.67301, 3.32219, 1.95693], [2.58277, 3.34772, 3.22604], [-2.30007, -2.58857, -0.80344], [-1.25560, -0.72645, 0.97003], [0.79611, -0.90499, -1.22931], [-1.58948, -2.06909, 1.45709], [2.71451, 0.09162, -0.04704], [-2.72759, -2.60243, 0.60365], [1.42532, 0.21605, -0.54149], [1.28553, 2.43320, 0.37017], [2.56221, 2.29354, 0.90508], [0.71362, 1.39329, -0.34713], [3.28154, 1.12873, 0.68199], [-2.00035, -0.06497, 1.17894], [-0.40420, -0.35484, 1.38142], [0.75359, 3.36096, 0.53422], [-3.58556, -1.93280, 0.68810], [3.26683, -0.82722, -0.21992], [-1.71362, -3.38498, -1.02954], [-3.03405, -3.59278, 0.94643], [-1.85643, -2.08441, 2.51551], [-0.28795, 1.50298, -0.75707], [1.23853, -1.76052, -0.91161], [4.28103, 1.05494, 1.08978], [0.93302, -0.85017, -2.23922], [-3.08056, -2.58115, -1.45232], [-0.71142, -2.70757, 1.32570]],
  "atomic_forces_ev_per_a": [[0.15, 0.11, -0.33], [-0.39, 0.25, -0.08], [0.36, -0.13, 0.30], [0.10, -0.26, 0.20], [-0.52, -0.06, -0.28], [0.00, -0.04, 0.00], [-0.02, 0.06, -0.04], [0.04, 0.00, 0.00], [-0.03, -0.02, 0.06], [0.18, -0.10, 0.17], [0.04, 0.14, 0.20], [0.06, 0.15, 0.05], [0.03, 0.06, -0.10], [-0.03, -0.03, 0.12], [-0.01, -0.03, -0.03], [0.06, -0.13, -0.04], [0.14, -0.05, 0.04], [-0.02, -0.03, -0.03], [0.00, 0.00, -0.07], [-0.08, 0.03, -0.01], [0.04, 0.01, 0.05], [0.01, -0.06, -0.03], [-0.03, -0.01, -0.03], [-0.03, -0.02, -0.01], [0.02, 0.02, 0.00], [-0.07, -0.01, -0.03], [-0.01, -0.03, 0.00], [-0.04, -0.01, 0.03], [-0.03, 0.04, -0.03], [-0.06, -0.06, -0.07], [0.00, 0.00, -0.01], [0.06, 0.09, 0.00], [0.05, 0.08, -0.03], [0.03, 0.02, 0.04]],
  "nbo_charge": [0.21, -0.19, -0.68, -0.81, 1.23, 2.42, -1.01, -1.02, -1.02, -0.88, -0.89, -0.91, -0.23, -0.26, -0.24, 0.08, -0.19, -0.30, -0.21, -0.18, 0.41, 0.41, 0.24, 0.22, 0.20, 0.38, 0.19, 0.20, 0.20, 0.38, 0.25, 0.42, 0.42, 0.19]
}

---

4.
{
  "formula": "C8H8O4",
  "method": "wB97M-V/def2-TZVPD",
  "mol_weight_g_mol": 168.148,
  "gap_ha": 0.3131,
  "symbols": ["O", "O", "O", "O", "C", "C", "C", "C", "C", "C", "C", "C", "H", "H", "H", "H", "H", "H", "H", "H"],
  "coordinates": [[-1.17411, 1.27649, -0.60416], [2.72519, 0.07683, -2.46334], [0.37109, 0.25915, -2.33678], [-2.94117, 0.33968, 0.77395], [0.02437, -1.56783, 2.18231], [0.73696, 0.00030, 0.38303], [-0.63243, 0.28574, 0.20481], [-1.31043, -1.07557, 2.07780], [1.69601, 0.30287, -1.81027], [1.82463, 0.74865, -0.37500], [-1.69547, -0.25924, 0.97903], [0.99443, -0.90205, 1.44156], [-3.54085, 0.37410, 1.88990], [2.79166, 0.34368, 0.12912], [0.33373, -2.18315, 2.93835], [-2.14939, 1.14378, -0.61165], [1.54622, 1.73459, -0.22443], [-0.45748, 0.48036, -1.74829], [-2.25900, -1.41723, 2.59610], [2.05881, -1.29060, 1.57385]],
  "atomic_forces_ev_per_a": [[0.60, 0.05, -1.04], [-3.54, 0.25, 1.13], [1.97, -0.27, 0.45], [-2.17, -0.88, 5.52], [-1.93, 3.56, -1.46], [-1.78, -0.05, 1.34], [-1.87, 0.21, 1.33], [-2.11, -0.76, -1.60], [0.75, 0.39, -2.18], [-0.04, -4.25, 1.46], [2.58, -0.05, 2.05], [1.66, -1.40, -1.05], [2.89, -0.26, -5.35], [-1.35, 1.46, -1.37], [0.43, -1.66, 1.72], [0.69, 0.39, 0.23], [0.35, 2.33, -0.04], [2.56, 0.14, -1.14], [1.70, -0.07, 0.17], [-1.39, 0.89, -0.16]],
  "nbo_charge": [-0.69, -0.56, -0.74, -0.72, -0.22, -0.05, 0.22, -0.25, 0.80, -0.53, 0.24, -0.19, 0.52, 0.25, 0.22, 0.52, 0.25, 0.51, 0.21, 0.22]
}